# 1
Entry from the OMol25 dataset: a 2-piece molecular cluster, C2H10NS2 overall (wB97M-V/def2-TZVPD).

The orbital gap is 9.38 eV. As for the charge: +1. Its energy above the lowest of the compared OMol25 structures with the same formula, charge and spin is 34.4 kJ/mol. The HOMO energy comes out at -12.96 eV.

Geometry as XYZ:
```
15
Properties=species:S:1:pos:R:3:forces:R:3
S -1.64615 1.31036 0.16203 0.185 0.149 -0.215
S -0.13599 2.40709 -0.72764 -0.202 -0.185 0.033
N 0.84345 -0.73030 -1.40152 0.038 0.202 -0.137
C -0.94194 0.79736 1.75018 0.189 0.090 0.136
C 0.51153 -1.82575 -0.44295 -0.237 -0.017 0.018
H 1.85141 -0.60847 -1.50287 0.047 -0.022 0.012
H -0.62125 -0.23655 1.72785 0.081 -0.171 -0.017
H 0.46606 -0.92108 -2.33058 -0.046 -0.011 -0.011
H -0.23041 3.53481 -0.01360 0.043 0.128 0.053
H -1.72872 0.89221 2.48795 -0.150 0.042 0.145
H 0.95798 -1.59725 0.51522 0.140 0.011 0.074
H -0.10692 1.43349 2.04836 -0.161 -0.003 -0.129
H -0.56815 -1.87459 -0.33857 -0.018 0.036 -0.055
H 0.89001 -2.75988 -0.83617 0.092 -0.099 -0.011
H 0.45908 0.17855 -1.09770 0.000 -0.151 0.105
```
Forces are in eV/Å.



# 2
Entry from the OMol25 dataset: an isolated ion of composition C2H10NSi and charge +1 (wB97M-V/def2-TZVPD).

The orbital gap is 11.82 eV. As for the charge: +1. Its energy above the lowest of the compared OMol25 structures with the same formula, charge and spin is 276.5 kJ/mol. The HOMO energy comes out at -15.68 eV. The SMILES is C[C@@H]([NH3+])[SiH3].

Geometry as XYZ:
```
14
Properties=species:S:1:pos:R:3:forces:R:3
Si 1.69373 -0.09666 0.40616 -0.357 -0.153 0.279
N -0.92406 -1.22850 -0.03895 -2.805 1.545 1.366
C -0.27226 0.17020 0.29075 0.540 -1.175 1.476
C -0.70855 1.22241 -0.73779 0.852 -0.411 0.213
H 2.12391 1.00017 1.25356 0.214 0.444 -0.072
H -1.74713 1.36360 -1.02342 -0.231 -0.719 0.075
H -0.50084 2.08608 -0.19106 0.326 1.956 0.749
H -1.41013 -1.30255 -0.97979 1.017 -0.045 1.354
H 2.31736 -0.29874 -0.89570 -0.114 0.453 -0.463
H -0.03524 1.31271 -1.61003 -0.453 -0.571 0.256
H -1.66237 -1.17445 0.72754 0.472 -0.738 -1.728
H -0.37666 -2.02073 0.24055 0.630 -0.697 -0.461
H -0.59930 0.31668 1.47058 0.573 0.164 -3.233
H 2.10155 -1.35023 1.08761 -0.662 -0.055 0.189
```
Forces are in eV/Å.



# 3
Entry from the OMol25 dataset: C2H10O10V as an isolated structure (wB97M-V/def2-TZVPD).

The orbital gap (alpha / beta) is 5.56 / 7.83 eV. Its spin multiplicity is 4. Its energy above the lowest of the compared OMol25 structures with the same formula, charge and spin is 150.7 kJ/mol. The HOMO energy (alpha / beta) comes out at -6.09 / -8.38 eV.

Geometry as XYZ:
```
23
Properties=species:S:1:pos:R:3:forces:R:3
V 0.16760 0.01261 0.10509 -1.201 -0.590 1.782
O -0.34002 2.29263 0.26281 2.095 3.396 -2.461
O 0.21694 -1.33495 1.99947 0.230 0.829 -0.346
O -2.43187 2.68932 1.08362 -0.719 0.081 0.407
O 1.59888 -1.69004 -0.55375 0.724 -1.039 -1.548
O 1.20675 1.00023 -1.65268 1.267 0.062 0.192
O -1.32203 0.86191 1.41179 -0.859 -2.971 1.570
O -2.59713 -1.61035 -2.12462 0.215 0.986 -0.240
O -1.38567 0.20356 -1.62385 -0.312 0.325 -1.330
O -1.35106 -1.42672 -0.24336 0.488 -2.339 1.581
O 2.07739 0.66399 1.11771 -0.480 -1.410 0.634
C -1.76345 -0.93367 -1.28627 -0.242 1.642 -1.609
C -1.32423 1.96706 0.88174 -0.625 -0.352 0.905
H 2.85976 1.15608 1.24643 1.240 1.395 -0.075
H 1.81227 1.73649 -1.49518 -0.258 -0.090 0.169
H 2.22951 -0.10588 1.69481 -0.412 0.272 -0.286
H 0.92766 1.09687 -2.54984 -0.766 0.073 -0.866
H -2.44705 3.48726 0.57480 0.384 0.692 -0.571
H 0.61854 -2.17116 1.93591 0.666 -2.020 -1.109
H 0.20993 -1.28641 2.93899 -0.643 1.145 1.379
H 1.51183 -1.79283 -1.52293 -0.557 0.590 0.404
H -2.76790 -2.45738 -1.74531 -0.201 -0.969 0.587
H 2.29336 -2.35862 -0.45537 -0.036 0.293 0.831
```
Forces are in eV/Å.



# 4
Entry from the OMol25 dataset: a 3-piece molecular cluster, C2H10O2S2 overall (wB97M-V/def2-TZVPD).

The orbital gap is 9.56 eV. Its energy above the lowest of the compared OMol25 structures with the same formula, charge and spin is 56.5 kJ/mol. The HOMO energy comes out at -9.17 eV. The SMILES is CCSS.O.O.

Geometry as XYZ:
```
16
Properties=species:S:1:pos:R:3:forces:R:3
S 0.60019 1.36332 -1.07104 -1.093 -0.830 0.124
S 1.21235 3.23606 -1.46786 0.370 0.439 -0.213
O -2.43021 -5.15734 1.03809 -0.018 -0.333 0.627
O -0.95654 -5.81068 -2.32375 -0.203 -0.158 0.278
C 0.34918 3.82187 1.15080 0.330 -0.505 -0.663
C 1.54277 3.86507 0.20524 0.481 -0.294 0.327
H -0.34919 -5.35399 -2.91012 0.014 0.204 0.198
H 2.37458 3.24324 0.56720 -0.234 0.293 0.125
H -2.24816 -6.03636 1.41004 -0.027 0.311 -0.339
H -0.08546 2.81798 1.18175 0.035 0.190 -0.011
H 1.91929 4.89493 0.11719 -0.097 -0.291 -0.259
H 0.70442 4.05771 2.13605 -0.032 0.266 0.599
H -2.79838 -4.68351 1.79902 0.096 0.018 -0.357
H 1.62950 0.49624 -1.13660 0.526 0.548 -0.108
H -1.06586 -5.28340 -1.51759 0.137 -0.042 -0.408
H -0.39851 4.52889 0.82158 -0.285 0.185 0.081
```
Forces are in eV/Å.



# 5
Entry from the OMol25 dataset: a 3-piece molecular cluster, C2H10O2S2 overall (wB97M-V/def2-TZVPD).

The orbital gap is 9.42 eV. Its energy above the lowest of the compared OMol25 structures with the same formula, charge and spin is 58.6 kJ/mol. The HOMO energy comes out at -8.81 eV. The SMILES is CSSC.O.O.

Geometry as XYZ:
```
16
Properties=species:S:1:pos:R:3:forces:R:3
S 2.16702 -0.35382 -1.95817 0.079 -0.184 -0.283
S 2.34863 0.45968 -0.10967 -0.232 -0.280 -0.149
O -3.17670 1.23575 0.41754 -0.001 0.405 0.217
O -1.00692 0.10990 1.91453 0.017 -0.039 0.270
C 1.93573 -0.91597 0.98329 -0.390 -0.693 0.142
C 0.45976 -0.02870 -2.46607 -0.214 0.669 -0.748
H 2.14348 -1.90974 0.58117 0.634 0.318 -0.338
H 2.56281 -0.74926 1.84963 -0.049 -0.140 0.415
H -0.31231 0.17768 2.57828 -0.064 0.098 -0.038
H -0.09303 0.37445 -1.62452 -0.121 -0.083 0.051
H -3.57124 1.25579 1.30198 0.039 -0.225 -0.410
H 0.45128 0.70219 -3.28812 0.140 0.066 0.422
H -0.04455 -0.88866 -2.89973 0.154 -0.425 0.428
H -1.11662 0.99649 1.55425 -0.071 -0.070 -0.143
H -3.62632 0.54860 -0.08016 -0.055 -0.082 0.161
H 0.87898 -1.01438 1.24576 0.135 0.664 0.003
```
Forces are in eV/Å.



# 6
Entry from the OMol25 dataset: a 3-piece molecular cluster, C2H10O2S2 overall (wB97M-V/def2-TZVPD).

The orbital gap (alpha / beta) is 10.29 / 7.26 eV. As for the charge: +1. Its spin multiplicity is 2. Its energy above the lowest of the compared OMol25 structures with the same formula, charge and spin is 168.2 kJ/mol. The HOMO energy (alpha / beta) comes out at -14.99 / -15.32 eV.

Geometry as XYZ:
```
16
Properties=species:S:1:pos:R:3:forces:R:3
S -1.03776 -1.54159 0.21878 0.551 -0.527 -0.213
S 0.10294 -1.42797 -1.47769 -0.665 0.878 1.889
O -0.51556 0.47398 2.53737 1.762 -1.286 1.838
O 0.73868 2.71057 1.64806 0.092 0.862 3.424
C 1.05194 0.05135 -1.16346 -0.656 2.306 0.902
C 0.47542 1.49810 -1.44888 -1.410 -0.313 -1.033
H 1.89839 0.01283 -1.72757 2.343 -0.842 -1.982
H -0.26594 -1.08843 1.33730 -0.282 0.308 -1.124
H 1.03836 2.03943 -2.31118 -0.280 -0.638 2.290
H -0.50366 1.40070 -1.98737 0.345 0.195 1.022
H 0.34828 1.95955 -0.39288 0.130 -0.538 -2.978
H 0.52574 2.76992 0.76503 -0.440 0.569 -2.826
H -0.97061 0.92957 1.85866 -0.306 1.430 -0.642
H 1.46326 0.21514 -0.17903 -0.217 -1.192 0.757
H 0.25376 3.47374 2.03220 0.599 -0.579 -0.073
H 0.22046 1.02740 2.93797 -1.566 -0.633 -1.250
```
Forces are in eV/Å.



no.,total energy (Eh)
1,-933.07110
2,-426.12833
3,-1778.70058
4,-1029.03737
5,-1029.03660
6,-1028.68665